# 1
# C21H26ClN3O5S

C21H26ClN3O5S in the gas phase (ωB97M-V/def2-TZVPD, the Open Molecules 2025 dataset).

Element x y z (Å)
1 C -0.9959 -1.7863 -3.5754
2 H -1.5090 -2.4000 -2.8284
3 O -0.3038 -0.7181 -2.9810
4 C -1.0088 0.1922 -2.2342
5 C -2.3801 0.1153 -2.0472
6 C -3.0763 1.0060 -1.2382
7 C -2.3697 2.0080 -0.5887
8 C -1.0038 2.1151 -0.7955
9 C -0.2987 1.2344 -1.6067
10 O 1.0413 1.4671 -1.6475
11 C 1.8643 0.8574 -2.6189
12 H 1.5256 1.0976 -3.6303
13 H 2.8560 1.2709 -2.4444
14 H 1.9084 -0.2248 -2.4976
15 H -0.4356 2.8934 -0.3089
16 C -3.0897 2.9255 0.3683
17 N -4.2618 2.3106 0.9627
18 C -3.9991 1.3626 2.0296
19 C -3.1586 0.1388 1.6475
20 O -3.6508 -0.9157 1.3132
21 N -1.8107 0.3608 1.7332
22 C -0.7765 -0.3998 1.1961
23 C 0.5210 0.1029 1.2877
24 C 1.5762 -0.5827 0.7271
25 C 1.3654 -1.7799 0.0646
26 C 0.0797 -2.2991 -0.0160
27 C -0.9817 -1.6195 0.5501
28 H -1.9803 -2.0196 0.4875
29 H -0.0803 -3.2371 -0.5231
30 Cl 2.6932 -2.6035 -0.6313
31 S 3.2310 0.0868 0.9144
32 O 3.8989 0.1741 -0.3462
33 O 3.1304 1.2764 1.7122
34 N 3.9372 -1.1691 1.7925
35 C 5.3652 -1.3075 1.6122
36 H 5.9290 -0.5866 2.2148
37 H 5.6618 -2.3205 1.8863
38 H 5.5778 -1.1368 0.5599
39 C 3.5000 -1.1755 3.1678
40 H 2.4132 -1.1153 3.1803
41 H 3.9076 -0.3271 3.7290
42 H 3.8138 -2.1077 3.6366
43 H 0.7380 1.0391 1.7788
44 H -1.5185 1.2712 2.0613
45 H -3.5098 1.9069 2.8442
46 H -4.9670 0.9991 2.3842
47 C -5.1598 1.8565 -0.0802
48 C -4.5568 0.8180 -1.0402
49 H -4.7232 -0.1885 -0.6480
50 H -5.0678 0.8789 -2.0042
51 H -5.4477 2.7507 -0.6418
52 H -6.0579 1.4512 0.3906
53 H -3.4372 3.8179 -0.1673
54 H -2.4176 3.2672 1.1603
55 H -2.9437 -0.6705 -2.5245
56 H -0.2317 -2.3840 -4.0703
57 H -1.7186 -1.4366 -4.3202

Properties
E_HOMO   -7.77 eV
Largest force on an atom   0.0218 Eh/bohr
SMILES string   COc1cc2c(cc1OC)CN(CC(=O)Nc1ccc(Cl)c(S(=O)(=O)N(C)C)c1)CC2
Orbital gap   8.3 eV
Total charge   0
E_tot   -60263.56032 eV

natural (NBO) atomic charge list, values in e, 6 entries: -0.25, 0.17, -0.52, 0.29, -0.32, 0.05

=====

# 2
# C5H7FO

C5H7FO in the gas phase (ωB97M-V/def2-TZVPD, the Open Molecules 2025 dataset).

Element x y z (Å)
1 C 2.1057 0.4482 0.1716
2 C 1.0894 0.1962 -0.6887
3 C -1.7609 0.9462 0.2917
4 C -1.1853 -0.4600 0.2834
5 C 0.2470 -0.9616 -0.3161
6 O -2.1406 0.0250 -0.7032
7 F 0.7074 -1.7519 0.6137
8 H 2.8832 1.1096 0.0709
9 H 2.2678 -0.2782 0.9458
10 H 1.0424 0.5671 -1.7099
11 H -2.5141 1.1121 1.0801
12 H -1.1865 1.8293 -0.0004
13 H -1.4817 -1.2004 1.0555
14 H -0.0739 -1.5815 -1.0947

Properties
E_HOMO   -9.63 eV
Largest force on an atom   0.1052 Eh/bohr
SMILES string   C=C[C@@H](F)[C@H]1CO1
Orbital gap   10.8 eV
Total charge   0
E_tot   -10060.37536 eV

natural (NBO) atomic charge list, values in e, 6 entries: -0.37, -0.24, -0.11, 0.03, 0.16, -0.50

=====

Sequential energy above the lowest of the compared OMol25 structures with the same formula, charge and spin output: 218.8; 228.5 kJ/mol